(1)
# CH6N3S

A cluster of 2 separate species, CH6N3S in total (the ωB97M-V functional and the def2-TZVPD basis, the OMol25 dataset).

Each line ends with the Mulliken charge.
Cartesian coordinates (Å):
S: -0.24049 2.15425 0.56651  -0.884
H: 0.47704 3.18754 1.05063  -0.004
N: 0.71059 -0.30492 -1.12425  -0.441
C: 0.12726 -1.27791 -0.29615  0.569
N: -0.84232 -0.87136 0.60457  -0.322
N: 0.36116 -2.52317 -0.46777  -0.792
H: 1.65907 -0.52833 -1.34726  0.212
H: 0.52983 0.66455 -0.80950  0.116
H: -0.82878 0.12807 0.82705  0.090
H: -1.03312 -1.58887 1.32601  0.256
H: 0.67430 -2.76731 -1.42211  0.200

Calculated values
2S+1: 1
Net charge: -1
Total energy, eV: -16441.4945
Energy relative to the best compared isomer or geometry (same formula, charge and spin), kJ/mol: 43.1
HOMO energy, Eh: -0.12514

(2)
# C11H13N2OS

A cluster of 2 separate species, C11H13N2OS in total (the ωB97M-V functional and the def2-TZVPD basis, the OMol25 dataset).

Each line ends with the Löwdin spin population.
Cartesian coordinates (Å):
C: -4.20654 0.32900 2.15009  0.169
C: -3.57922 1.55552 1.77391  -0.016
C: -3.54788 -0.85217 1.92315  0.001
C: -2.33569 1.56163 1.18438  0.115
C: -2.33899 -0.83346 1.31793  0.134
C: -1.64504 0.32876 0.84402  0.028
C: -0.60162 0.38454 -3.34393  0.002
C: 2.13783 0.07023 -0.18101  0.677
C: -0.38691 0.38362 0.27292  0.410
C: 4.38114 0.43669 -0.72750  0.040
C: 3.68414 -1.89194 -0.10693  0.033
N: -1.62033 0.68523 -3.84933  0.000
N: 3.31331 -0.44562 -0.18800  0.113
O: 0.12819 -0.14961 -2.60570  0.012
S: 0.68749 -0.90598 0.03641  0.226
H: -5.22848 0.53938 2.43756  0.009
H: -4.09537 2.46705 2.09867  -0.003
H: -4.00037 -1.85080 2.13583  -0.003
H: -1.92475 2.56856 1.03395  0.004
H: -1.81001 -1.82112 1.07373  0.008
H: -0.00061 1.37239 0.04627  0.020
H: 4.93526 0.81492 0.18184  0.002
H: 4.84167 -0.19262 -1.43091  0.002
H: 3.76318 1.23010 -1.22246  0.011
H: 4.38815 -1.86971 0.79033  0.000
H: 2.87652 -2.58920 0.12088  0.002
H: 4.19782 -2.17143 -1.01113  0.003
H: -2.01288 0.84605 -4.75498  0.000

Calculated values
2S+1: 3
Net charge: +1
Total energy, eV: -27469.2156
Energy relative to the best compared isomer or geometry (same formula, charge and spin), kJ/mol: 54.9
HOMO energy (alpha / beta), Eh: -0.37525 / -0.44851

(3)
# C5H10N2

A structure of composition C5H10N2 (the ωB97M-V functional and the def2-TZVPD basis, the OMol25 dataset).

Each line ends with the Mulliken charge.
Cartesian coordinates (Å):
C: -0.06790 -1.26605 -1.25498  -0.725
C: -0.83598 -0.14557 -0.23872  0.578
C: -2.27714 -0.59326 -0.13955  -1.063
C: 1.67583 1.62601 0.23224  -0.513
C: 1.79654 0.79949 1.32444  -0.300
H: 0.23735 -2.23612 -0.28777  0.207
H: -0.87944 -1.51712 -2.16235  0.293
H: 0.91805 -0.89324 -1.79348  0.283
H: -2.29262 -1.55462 0.56230  0.208
H: -3.02218 -0.66642 -1.09873  0.302
H: -2.99765 0.20941 0.21014  0.331
H: 2.43544 1.94546 -0.35521  0.340
H: 0.76383 2.31227 0.42294  0.290
H: 2.45469 0.00354 1.67511  0.295
H: 1.14864 1.06553 2.38102  0.152
N: -0.19768 0.65869 0.36878  -0.524
N: 1.14022 0.25200 0.15385  -0.154

Calculated values
2S+1: 1
Total energy, eV: -8319.7893
Energy relative to the best compared isomer or geometry (same formula, charge and spin), kJ/mol: 727.9
HOMO energy, Eh: -0.34783

(4)
# C12H26N4O3

An isolated molecule of C12H26N4O3 (the ωB97M-V functional and the def2-TZVPD basis, the OMol25 dataset).

Each line ends with the Mulliken charge.
Cartesian coordinates (Å):
C: 0.12151 -1.83466 1.25291  0.517
C: 0.12877 -0.50398 0.45081  0.149
C: -0.70722 -1.72179 2.54251  -0.585
C: -2.20713 -1.64571 2.35298  -0.654
C: -3.00649 -1.67411 3.70905  -0.466
C: -3.41665 -3.05225 4.22268  -0.757
C: 1.44786 0.80831 -1.25403  -0.324
C: 1.56896 2.17318 -0.64308  0.392
C: 0.39771 0.74147 -2.36462  -0.708
C: 0.51081 1.92607 -3.34236  -0.781
C: 1.84681 2.05877 -4.04067  -0.432
C: 1.98717 3.38582 -4.78334  -0.855
H: 1.45630 -3.34211 1.64031  0.308
H: 1.90080 -1.91871 2.17297  0.185
H: -0.41565 -2.56384 0.60705  0.234
H: -0.32632 -2.59601 3.13820  0.141
H: -0.41934 -0.84036 3.11680  0.284
H: -2.54736 -2.48448 1.72610  0.346
H: -2.41992 -0.79898 1.75058  0.472
H: -2.33644 -1.25347 4.49019  0.269
H: -3.93786 -1.06642 3.59106  0.290
H: -4.11440 -3.52151 3.47073  0.346
H: -3.94238 -2.91641 5.20565  0.346
H: -1.86070 -4.21615 3.61247  0.285
H: -1.68450 -3.59080 5.17412  0.268
H: 1.94249 -1.02362 -0.09099  0.372
H: 2.48755 0.66456 -1.68020  0.366
H: -0.54486 0.68885 -1.88556  0.400
H: 0.49450 -0.18904 -2.89233  0.458
H: -0.30979 1.88995 -4.06398  0.475
H: 0.31706 2.89104 -2.74593  0.346
H: 2.56441 2.01655 -3.25594  0.284
H: 1.95765 1.28285 -4.80598  0.278
H: 2.99117 3.40182 -5.25746  0.334
H: 1.28104 3.44503 -5.56909  0.416
H: 2.00936 5.42906 -4.30848  0.263
H: 2.37456 4.41857 -3.03150  0.156
H: -0.04109 1.84449 0.22947  0.437
N: 1.45576 -2.33277 1.40853  -0.777
N: -2.31944 -4.01232 4.47160  -0.616
N: 1.24417 -0.28872 -0.27117  0.001
N: 1.77451 4.51905 -3.84877  -0.517
O: -0.79130 0.32540 0.54747  -0.816
O: 2.50509 2.89265 -0.89606  -0.603
O: 0.58283 2.58472 0.14731  -0.526

Calculated values
2S+1: 1
Total energy, eV: -24969.5380
SMILES: NCCCC[C@H](NC(=O)[C@@H](N)CCCCN)C(=O)O
Energy relative to the best compared isomer or geometry (same formula, charge and spin), kJ/mol: 5.4
HOMO energy, Eh: -0.32753

> Among the records above, which one has the lowest total energy?

C11H13N2OS